A 10-piece molecular cluster, C28H68N4O11P overall at a distorted geometry, computed with ωB97M-V with the def2-TZVPD basis set.

Summary:
- net charge = +1
- HOMO-LUMO gap (hartree) = 0.223
- E_tot (a.u.) = -2494.8637
- HOMO (eV) = -10.49

Geometry (Å):
C  7.0189  -1.3138  0.8656
C  6.6530  -0.0183  -0.0965
C  6.9827  1.5261  0.4471
C  6.6015  2.8567  -0.4428
C  5.8650  2.6711  -1.9119
C  5.5571  1.1510  -2.4430
C  5.9342  -0.2118  -1.5583
C  5.5047  -1.6448  -2.2296
N  4.9037  -2.6490  -1.2706
C  3.8439  -2.3395  -0.4339
N  3.0648  -1.0514  -0.2863
C  2.0182  -1.1734  0.7990
P  0.9168  0.3194  1.2507
O  0.7520  1.4525  -0.0627
O  -0.6123  -0.1465  1.9413
N  2.0993  -2.5893  1.3247
N  3.1414  -3.2010  0.5931
H  7.5820  -0.9640  1.8582
H  7.6486  -2.0720  0.2295
H  6.0212  -1.8431  1.2386
H  7.4867  1.6645  1.5053
H  6.8379  3.9417  -0.0646
H  5.5345  3.5845  -2.5836
H  5.0324  1.0060  -3.4875
H  6.4124  -2.1186  -2.8357
H  4.6650  -1.4270  -3.0481
H  5.3030  -3.6213  -1.1611
H  0.5106  2.3321  0.3941
H  -0.7445  0.4976  2.7217
H  1.4936  -2.9786  2.0800
H  3.3691  -4.1999  0.8213
C  5.3059  -4.1957  4.8158
C  6.0278  -2.8676  4.9128
O  6.3300  -2.3839  3.6124
H  5.9210  -4.9302  4.2858
H  5.0696  -4.5846  5.8104
H  4.3756  -4.0904  4.2481
H  6.9673  -2.9816  5.4616
H  5.4139  -2.1240  5.4302
H  5.4886  -2.2780  3.1361
C  8.0636  0.8680  5.7439
C  7.6769  0.5251  4.3201
O  8.4061  1.3360  3.4108
H  7.8634  1.9239  5.9533
H  7.5067  0.2545  6.4578
H  9.1352  0.7095  5.9032
H  6.6100  0.7058  4.1590
H  7.8860  -0.5260  4.0989
H  9.3519  1.1619  3.5561
C  -4.3957  1.2668  4.3146
C  -3.3994  2.1433  3.5843
O  -2.2903  2.4221  4.4260
H  -4.7442  1.7593  5.2283
H  -5.2593  1.0463  3.6807
H  -3.9314  0.3231  4.6189
H  -3.8610  3.0940  3.3015
H  -3.0365  1.6523  2.6761
H  -1.8824  1.5720  4.6646
C  -6.2026  2.5703  0.5683
C  -6.3359  4.0787  0.6053
O  -5.5035  4.6143  1.6234
H  -6.4799  2.1357  1.5342
H  -6.8417  2.1413  -0.2087
H  -5.1657  2.2777  0.3735
H  -7.3688  4.3666  0.8220
H  -6.0480  4.5218  -0.3530
H  -4.5876  4.3602  1.4172
C  5.3319  -5.7577  -4.1952
C  3.8592  -5.9411  -4.4981
O  3.1393  -6.1560  -3.2932
H  5.7317  -6.6383  -3.6820
H  5.9018  -5.5953  -5.1144
H  5.4868  -4.9030  -3.5285
H  3.7068  -6.8089  -5.1465
H  3.4489  -5.0593  -4.9998
H  3.2742  -5.3761  -2.7279
C  -4.7121  -3.7091  2.9038
C  -4.8454  -2.2008  2.9407
O  -4.0130  -1.6652  3.9589
H  -4.9894  -4.1438  3.8697
H  -5.3512  -4.1382  2.1268
H  -3.6752  -4.0018  2.7089
H  -5.8783  -1.9129  3.1575
H  -4.5575  -1.7577  1.9825
H  -3.0971  -1.9193  3.7526
C  -8.9494  2.4467  -4.0645
C  -8.9193  2.2003  -2.5703
O  -9.2002  3.4057  -1.8743
H  -8.2158  3.2100  -4.3435
H  -8.7303  1.5278  -4.6157
H  -9.9307  2.8193  -4.3760
H  -7.9308  1.8492  -2.2600
H  -9.6592  1.4475  -2.2816
H  -10.0836  3.7047  -2.1505
C  2.1228  0.7857  -4.6004
C  2.2285  -0.4132  -5.5200
O  3.3195  -1.2321  -5.1257
H  3.0476  1.3715  -4.6239
H  1.2890  1.4299  -4.8937
H  1.9743  0.4668  -3.5635
H  2.3988  -0.0907  -6.5514
H  1.3125  -1.0112  -5.4922
H  3.1545  -1.5201  -4.2115
C  -12.6082  5.2558  -5.2196
C  -12.6510  4.7645  -3.7874
O  -11.3713  4.2859  -3.4005
H  -12.2995  4.4502  -5.8937
H  -13.5886  5.6241  -5.5349
H  -11.8760  6.0622  -5.3308
H  -13.3676  3.9443  -3.6853
H  -12.9464  5.5678  -3.1056
H  -10.7439  5.0240  -3.4867